No. 1
Here is a 2-piece molecular cluster, C10H19N2Si overall from OMol25. Energies are from wB97M-V/def2-TZVPD.

Last column: natural (NBO) charge in e.
Atoms and positions in Å:
C: -3.7633 0.0298 -0.0050  -0.3094
C: -3.1183 -0.0225 -1.3330  -0.1614
C: -2.9699 0.0785 1.1072  0.0375
C: -1.8263 -0.3334 -1.4068  -0.0882
C: 1.0079 1.9923 -1.0342  -0.6463
C: 0.7787 1.7494 1.5890  -0.4843
C: 2.6615 0.8635 0.3087  -0.6740
C: 1.2992 -1.8858 -1.6593  -1.2272
C: 0.8461 -2.0947 1.5548  -1.1478
C: 1.3654 1.6365 0.4108  0.0751
N: -1.6150 -0.2318 1.0414  -0.4549
N: -1.1914 -0.7385 -0.2534  -0.6694
Si: 0.2449 -1.6249 -0.1343  1.9265
H: -4.8572 0.2157 -0.0944  0.2499
H: -3.6429 0.2346 -2.1378  0.2205
H: -3.1799 0.2782 2.0627  0.2137
H: -1.4520 -0.2909 -2.4099  0.2362
H: 1.7881 2.6447 -1.3085  0.2429
H: 0.8671 1.1788 -1.6379  0.2012
H: 0.0603 2.6653 -1.1120  0.2252
H: 1.2688 1.4252 2.4433  0.2170
H: -0.8979 0.4766 1.5259  0.4281
H: -0.2041 2.2960 1.6615  0.2152
H: 2.8063 0.0945 0.9591  0.2052
H: 2.7600 0.4013 -0.6646  0.2061
H: 3.3933 1.5719 0.6224  0.2545
H: 1.3673 -0.9000 -2.3347  0.2906
H: 2.4319 -1.9993 -1.3678  0.2968
H: 1.0761 -2.8302 -2.1804  0.2956
H: -0.0237 -2.2653 2.3172  0.2987
H: 1.1341 -3.0745 1.5933  0.2742
H: 1.5850 -1.5412 1.8768  0.2519

net charge	+1
total energy	-791.03203	Eh
Kohn-Sham gap	6.976	eV

=====

No. 2
Here is C10H19N3O in the gas phase from OMol25. Energies are from wB97M-V/def2-TZVPD.

Last column: natural (NBO) charge in e.
Atoms and positions in Å:
C: -3.8784 -1.0636 -0.3332  -0.3798
N: -2.6535 -0.4059 0.1992  -0.4465
C: -1.3984 -1.0017 -0.0699  -0.1639
C: -0.3663 -0.4598 0.7113  -0.2396
N: -0.3003 0.7858 0.2130  -0.4082
C: 0.6448 1.4947 -0.1990  0.6916
O: 0.5340 2.6163 -0.4516  -0.6332
C: 1.9978 0.8512 -0.5440  -0.1882
C: 2.7229 0.5325 0.7908  -0.3780
C: 3.3411 -1.0475 0.6485  -0.4379
C: 3.0693 -0.9820 -0.7047  -0.2529
N: 1.8410 -0.4593 -1.1350  -0.6034
C: -1.6220 1.6651 0.4675  -0.2422
C: -2.8095 1.0809 -0.0715  -0.2116
H: -3.9889 -1.9677 -0.0789  0.1792
H: -4.8755 -0.5547 -0.2918  0.2068
H: -3.8127 -1.0737 -1.4946  0.1427
H: -1.3766 -1.1325 -1.0056  0.1726
H: -1.6306 -2.1664 0.3610  0.1537
H: -0.6369 -0.6709 1.8073  0.1915
H: 0.5472 -0.7762 0.4812  0.2402
H: 2.6211 1.5505 -0.9091  0.2116
H: 1.9646 0.5658 1.8786  0.1884
H: 3.5471 1.1275 1.1428  0.2158
H: 4.3869 -0.8248 1.0901  0.2404
H: 2.7247 -1.6334 1.4484  0.2253
H: 2.9099 -2.1523 -1.0234  0.1836
H: 4.0924 -0.6988 -1.3658  0.1834
H: 1.7668 -0.4639 -2.0472  0.3703
H: -1.8268 1.8274 1.3825  0.1806
H: -1.3553 2.7209 0.2122  0.2589
H: -2.4784 1.1728 -1.2520  0.1290
H: -3.7011 1.5438 0.1426  0.2194

total energy	-631.59694	Eh
Kohn-Sham gap	9.065	eV

=====

No. 3
Here is C10H19N3O2 in the gas phase from OMol25. Energies are from wB97M-V/def2-TZVPD.

Last column: natural (NBO) charge in e.
Atoms and positions in Å:
H: 3.7252 -1.6633 3.7219  0.3329
N: 3.9455 -1.2857 2.8066  -0.7900
C: 2.9333 -0.8895 2.1477  0.5823
N: 1.6234 -0.8420 2.5928  -0.8588
N: 3.1519 -0.4442 0.8638  -0.6377
C: 2.2794 0.4788 0.1868  -0.2520
C: 1.4610 -0.1807 -0.9577  0.0648
C: 0.9748 -1.5887 -0.6022  -0.1086
O: -0.2115 -1.3204 0.1134  -0.5492
C: -0.8053 -0.1857 -0.4998  0.5535
C: -1.8541 -0.6050 -1.5417  -0.4372
C: -2.5290 0.6217 -2.1453  -0.4028
C: -3.1863 1.4616 -1.0559  -0.3957
C: -2.1416 1.8907 -0.0316  -0.3994
C: -1.4638 0.6725 0.5860  -0.4389
O: 0.2489 0.5194 -1.1538  -0.5507
H: 0.8887 -0.9472 1.9063  0.4035
H: 1.4523 -1.3597 3.4410  0.3888
H: 4.1346 -0.4021 0.6456  0.4088
H: 1.5697 0.9047 0.9013  0.2124
H: 2.8552 1.3054 -0.2369  0.2083
H: 2.0232 -0.1621 -1.8950  0.1892
H: 0.7600 -2.1676 -1.5094  0.1767
H: 1.6623 -2.1428 0.0339  0.2162
H: -2.5861 -1.2422 -1.0426  0.2081
H: -1.3645 -1.1881 -2.3235  0.2114
H: -1.7719 1.2202 -2.6547  0.2090
H: -3.2710 0.3047 -2.8805  0.2092
H: -3.6555 2.3420 -1.4983  0.2097
H: -3.9653 0.8761 -0.5616  0.1915
H: -1.3819 2.4993 -0.5250  0.2086
H: -2.6045 2.4878 0.7562  0.2103
H: -2.1913 0.0472 1.1060  0.2109
H: -0.7058 0.9849 1.3061  0.2148

total energy	-707.21011	Eh
Kohn-Sham gap	9.364	eV

=====

No. 4
Here is C10H19N3O4 in the gas phase from OMol25. Energies are from wB97M-V/def2-TZVPD.

Last column: natural (NBO) charge in e.
Atoms and positions in Å:
C: -3.2192 0.1581 0.0242  -0.6201
C: -2.1461 1.1907 -0.3405  -0.1981
C: -2.7374 2.3758 -1.0524  -0.6130
C: -0.9875 0.5472 -1.1762  -0.1547
N: -1.5975 -0.0217 -2.4006  -0.8268
C: -0.3301 -0.6196 -0.4630  0.6929
O: -0.1194 -1.6669 -1.0656  -0.6301
N: 0.1739 -0.3213 0.7793  -0.6373
C: 0.9461 -1.1152 1.6930  -0.1533
C: 2.4700 -0.8281 1.5191  -0.3913
C: 2.9786 -1.2575 0.1729  -0.5240
C: 2.8389 -0.2017 -0.8958  0.6849
N: 2.9184 -0.6516 -2.1721  -0.8032
O: 2.6484 0.9688 -0.5717  -0.6354
C: 0.5306 -0.8358 3.1380  0.7936
O: 1.0045 -1.4075 4.0951  -0.5855
O: -0.3015 0.2270 3.2565  -0.6930
H: -2.8248 -0.7394 0.5092  0.2180
H: -3.7051 -0.1095 -0.9511  0.2213
H: -4.0350 0.6118 0.5852  0.2085
H: -1.6995 1.5804 0.6311  0.1859
H: -3.4846 2.0079 -1.7369  0.2035
H: -2.0136 2.9183 -1.5853  0.2084
H: -3.2500 3.0321 -0.3138  0.2152
H: -0.1867 1.3301 -1.3159  0.2061
H: -0.8515 -0.4148 -3.0152  0.3785
H: -1.9949 0.7834 -2.9927  0.3505
H: -0.0680 0.6393 1.0932  0.4176
H: 0.8348 -2.2024 1.5136  0.2475
H: 3.0378 -1.4545 2.2218  0.2260
H: 2.6687 0.2827 1.6691  0.2421
H: 2.5236 -2.2337 -0.1392  0.2364
H: 4.0527 -1.4351 0.3007  0.2350
H: 3.0090 0.0227 -2.9091  0.3978
H: 3.3666 -1.5275 -2.3196  0.3902
H: -0.4502 0.3674 4.2148  0.5059

total energy	-857.72701	Eh
Kohn-Sham gap	9.803	eV

=====

No. 5
Here is C10H19N3O4 as an isolated structure from OMol25. Energies are from wB97M-V/def2-TZVPD.

Last column: natural (NBO) charge in e.
Atoms and positions in Å:
C: 2.1656 0.6542 0.2767  -0.1488
C: 0.8526 0.7798 -0.5145  0.6978
C: 3.2845 -0.0489 -0.4504  -0.5601
C: 4.6564 0.2208 -0.0578  0.6463
C: -1.7067 1.1256 -0.1317  -0.1553
C: -2.2632 2.6205 -0.1836  0.8031
C: -2.7063 0.0931 0.3282  -0.4501
C: -2.9936 -1.1993 -0.3866  -0.2511
C: -1.7336 -2.0616 -0.1141  -0.6543
C: -4.2805 -1.9045 0.2350  -0.6241
H: 2.0847 -0.6950 1.7326  0.3321
H: 3.0533 0.4119 2.0481  0.3796
H: 2.5772 1.6781 0.4420  0.2396
H: 3.1062 -1.0844 -0.4813  0.2196
H: 3.0920 0.2289 -1.5263  0.2957
H: 6.6146 -0.2766 -0.5053  0.4439
H: 5.1473 -1.3611 -1.4410  0.4157
H: -0.0896 0.6715 1.2449  0.4219
H: -1.5057 0.9506 -1.3107  0.2558
H: -2.4222 -0.4319 1.2973  0.2234
H: -3.6908 0.5140 0.6633  0.2468
H: -3.1560 -1.1849 -1.5563  0.2198
H: -0.9960 -1.7212 0.8033  0.2170
H: -1.7603 -3.1625 -0.4488  0.2332
H: -1.1275 -1.7219 -1.0418  0.2177
H: -4.9103 -2.7091 -0.5205  0.2350
H: -4.0940 -2.7626 1.2911  0.2043
H: -4.9884 -1.0582 0.6592  0.2143
H: -1.2378 4.3722 -0.1195  0.5078
N: 2.1107 0.3029 1.6796  -0.8221
N: 5.5656 -0.4484 -0.8280  -0.8199
N: -0.2598 0.9416 0.2282  -0.6224
O: 0.9894 0.5506 -1.6325  -0.5993
O: 5.1643 1.2487 0.7242  -0.6807
O: -3.4072 3.0603 -0.2058  -0.5730
O: -1.1349 3.4071 -0.1972  -0.7091

total energy	-857.50557	Eh
Kohn-Sham gap	10.278	eV

=====

No. 6
Here is C10H19N3O4 as an isolated structure from OMol25. Energies are from wB97M-V/def2-TZVPD.

Last column: natural (NBO) charge in e.
Atoms and positions in Å:
C: 1.0588 0.3317 0.7405  -0.1356
C: -0.2276 -0.3464 0.4315  0.6817
C: 2.1689 -0.2492 -0.2461  -0.2220
C: 1.5381 0.0143 -1.7014  -0.6396
C: 3.5758 0.4067 0.0433  -0.4181
C: 4.7404 -0.1300 -0.7391  -0.5956
C: -2.6364 0.2381 0.8280  -0.1672
C: -2.6822 -0.7767 2.0396  0.7914
C: -3.5172 -0.3586 -0.2154  -0.5133
C: -3.8882 0.6336 -1.2328  0.6428
H: 2.0910 0.8587 2.5740  0.3908
H: 1.4550 -0.5619 2.3768  0.3653
H: 0.9242 1.4482 0.3219  0.1806
H: 2.3365 -1.3211 -0.0248  0.2160
H: 1.2931 1.2019 -1.6732  0.2100
H: 2.4047 -0.3152 -2.4357  0.2304
H: 0.6167 -0.6562 -1.8121  0.2389
H: 3.9563 0.5269 1.0819  0.2091
H: 3.4832 1.4813 -0.2327  0.1930
H: 4.6385 0.0327 -1.8107  0.2013
H: 5.6682 0.1817 -0.5051  0.2122
H: 4.7731 -1.2991 -0.7626  0.1940
H: -0.7815 1.4683 0.8937  0.4143
H: -3.1483 1.1234 1.3097  0.2631
H: -2.8864 -1.1568 -0.7252  0.2207
H: -4.4278 -0.8078 0.2843  0.2988
H: -3.2457 -1.0346 -2.5659  0.3926
H: -4.4802 0.3653 -3.3046  0.4149
H: -0.8756 -0.1772 2.4696  0.4966
N: 1.2993 0.3793 2.1565  -0.8508
N: -1.2904 0.5375 0.5247  -0.6495
N: -4.1419 -0.0545 -2.3916  -0.8112
O: -0.3676 -1.4806 0.2111  -0.5839
O: -3.6031 -1.4751 2.2759  -0.5668
O: -4.2789 1.8171 -0.9909  -0.6122
O: -1.5427 -0.8456 2.8067  -0.6927

total energy	-857.57942	Eh
Kohn-Sham gap	10.005	eV